{"formula": "C9H9N2O", "method": "ωB97M-V/def2-TZVPD", "symbols": ["C", "C", "C", "C", "C", "C", "C", "C", "C", "N", "N", "O", "H", "H", "H", "H", "H", "H", "H", "H", "H"], "coordinates": [[3.21680, 0.97710, 0.20229], [2.65836, -0.16892, 0.78251], [2.40526, 1.80904, -0.52818], [1.36937, -0.58892, 0.49642], [1.09046, 1.48762, -0.77448], [0.54102, 0.21856, -0.34017], [-2.60532, -1.44136, -0.21518], [-3.20328, -0.35770, 0.35613], [-1.18408, -1.42963, -0.54962], [-0.61856, -0.17520, -0.82189], [-2.86825, 0.95721, 0.18341], [-3.58734, 1.75750, 0.87171], [4.13802, 1.39925, 0.30896], [3.36242, -0.61316, 1.40137], [2.71464, 2.70263, -0.86533], [1.04904, -1.40616, 0.96250], [0.28185, 1.96008, -1.34383], [-2.89342, -2.51525, -0.13737], [-4.15928, -0.34849, 0.94551], [-0.69150, -1.92497, 0.46133], [-1.01620, -2.29924, -1.39613]], "nbo_charge": [-0.3587, -0.1894, -0.2032, -0.3515, -0.2980, 0.2121, -0.0791, -0.1811, -0.2417, -0.6435, 0.1090, -0.4142, 0.1821, 0.1803, 0.1779, 0.1773, 0.2163, 0.1993, 0.1757, 0.1788, 0.1518], "lumo_energy_ev": [2.82, 2.82], "gap_ha": [0.192, 0.191], "homo_ev": [-2.39, -2.39], "relative_energy_kj_mol": 198.9, "multiplicity": 1, "charge": -1}

{"formula": "C9H9N2OP", "method": "ωB97M-V/def2-TZVPD", "symbols": ["C", "C", "C", "C", "C", "C", "C", "C", "C", "N", "N", "O", "P", "H", "H", "H", "H", "H", "H", "H", "H", "H"], "coordinates": [[0.78166, -2.60131, 0.24119], [-0.20869, -3.51842, 0.68548], [-1.83425, -2.00840, 0.38881], [1.33080, 0.94941, 0.63798], [0.38478, -1.31318, -0.01837], [-0.96101, -0.97370, 0.09849], [-1.45263, 0.42349, -0.25506], [1.31313, -0.22895, -0.45025], [-0.71725, 1.92226, 0.01740], [-1.48082, -3.22841, 0.63928], [0.51153, 1.89657, 0.70437], [-2.59845, 0.54745, -0.63045], [-2.03150, 2.83576, 1.15049], [1.78653, -2.95144, 0.19482], [0.08318, -4.57908, 0.87939], [-2.92062, -1.80889, 0.29475], [2.19528, 1.08574, 1.41815], [0.92031, 0.19831, -1.46889], [2.27822, -0.73151, -0.59536], [-0.52477, 2.49588, -0.93544], [-3.15915, 2.72935, 0.16520], [-1.47029, 4.02992, 0.83842]], "nbo_charge": [-0.2768, 0.0858, 0.1104, 0.1526, 0.0618, -0.2207, 0.5587, -0.5114, -0.3670, -0.4316, -0.4433, -0.5422, 0.3020, 0.2201, 0.1960, 0.2091, 0.1970, 0.2373, 0.2366, 0.2414, 0.0187, -0.0344], "smiles": "O=C1c2cnccc2CC=N[C@@H]1P", "lumo_energy_ev": -0.19, "gap_ha": 0.326, "homo_ev": -9.07, "relative_energy_kj_mol": 103.4, "multiplicity": 1, "charge": 0}

{"formula": "C9H9N3O2", "method": "ωB97M-V/def2-TZVPD", "symbols": ["C", "C", "C", "C", "C", "C", "C", "C", "C", "H", "H", "H", "H", "H", "H", "H", "H", "H", "N", "N", "N", "O", "O"], "coordinates": [[-3.32585, -0.97737, 0.19418], [-3.85079, -1.03847, 1.44912], [-2.94033, -1.26954, 2.60637], [-1.63174, -1.62525, 2.40446], [-1.24201, -1.70740, 1.02357], [1.20900, 2.04585, -0.44251], [2.12253, 1.53519, 0.66412], [2.89160, 0.59194, 0.19345], [1.95071, 0.22953, -2.02652], [-3.93702, -0.68606, -0.63769], [-4.82687, -0.88337, 1.56107], [-3.51685, -1.22716, 3.54974], [-0.95476, -1.61597, 3.32484], [-0.31012, -2.16515, 0.82206], [0.66276, 1.97818, -2.21775], [2.15269, 1.99581, 1.57917], [3.70942, -0.06909, 0.69288], [3.48273, -0.84117, -1.40790], [-2.09497, -1.47693, 0.06249], [1.37589, 1.40510, -1.63705], [2.89750, -0.05966, -1.02887], [0.27809, 2.79683, -0.19673], [1.87072, -0.58090, -2.98325]], "nbo_charge": [0.0233, -0.2226, -0.1829, -0.2680, 0.0486, 0.6577, -0.3843, 0.0611, 0.7922, 0.1976, 0.1963, 0.2190, 0.2266, 0.1842, 0.4417, 0.2459, 0.2140, 0.4427, -0.4215, -0.6645, -0.6233, -0.5816, -0.6020], "smiles": "O=c1cc[nH]c(=O)[nH]1.c1ccncc1", "lumo_energy_ev": 0.57, "gap_ha": 0.362, "homo_ev": -9.28, "relative_energy_kj_mol": 334.2, "multiplicity": 1, "charge": 0}

{"formula": "C9H9N3O2", "method": "ωB97M-V/def2-TZVPD", "symbols": ["C", "C", "C", "C", "C", "C", "C", "C", "C", "H", "H", "H", "H", "H", "H", "H", "H", "H", "N", "N", "N", "O", "O"], "coordinates": [[3.41491, -0.63036, 0.16011], [3.62838, 0.79540, 0.10292], [2.57302, 1.57024, -0.17574], [0.93735, -0.22807, -0.21860], [-2.45590, 0.77244, 1.15159], [-3.15170, 0.76295, -0.09732], [-3.19305, -0.30747, -0.94010], [-2.38417, -1.35136, -0.55439], [-1.64015, -1.28874, 0.63604], [1.99297, -1.97134, -0.21313], [4.72690, 1.05402, 0.08647], [2.60736, 2.61259, -0.46567], [0.48365, 1.68315, -0.38887], [-2.54534, 1.64947, 1.82480], [-3.74470, 1.64719, -0.37016], [-3.68367, -0.29790, -1.84157], [-2.35047, -2.33068, -0.92613], [-0.91572, -2.01908, 0.88861], [2.05296, -0.95830, -0.08277], [1.28901, 1.12626, -0.30238], [-1.62713, -0.20753, 1.48698], [4.20671, -1.48150, 0.39481], [-0.22121, -0.60138, -0.15549]], "nbo_charge": [0.6524, -0.4023, 0.0817, 0.8247, 0.0277, -0.3258, -0.1760, -0.2861, 0.1308, 0.4250, 0.2569, 0.2220, 0.4274, 0.1896, 0.2038, 0.2107, 0.2072, 0.2006, -0.6477, -0.5906, -0.4583, -0.5600, -0.6138], "lumo_energy_ev": 0.41, "gap_ha": 0.303, "homo_ev": -7.84, "relative_energy_kj_mol": 392.5, "multiplicity": 1, "charge": 0}

{"formula": "C9H9N3S", "method": "ωB97M-V/def2-TZVPD", "symbols": ["C", "C", "C", "C", "C", "C", "C", "C", "C", "H", "H", "H", "H", "H", "H", "H", "H", "H", "N", "N", "N", "S"], "coordinates": [[0.39914, -1.59239, -1.64049], [-1.71195, -1.20883, -2.30943], [-1.72443, -1.10560, -0.97988], [-0.02776, -1.08631, 0.77578], [0.45373, 0.34357, 1.11384], [1.29391, 1.04080, 0.26607], [1.49472, 2.34915, 0.58839], [0.02962, 2.35054, 2.38366], [-0.00771, 1.02976, 2.25119], [-0.21789, -1.84259, -3.71596], [-2.44753, -1.13066, -3.02004], [-2.53669, -1.18878, -0.16015], [-0.88884, -1.38768, 1.39957], [0.76838, -1.84244, 0.90266], [1.87403, 0.63827, -0.60300], [2.16883, 3.03867, 0.01510], [-0.50267, 2.84827, 3.14649], [-0.45466, 0.43575, 3.06658], [-0.51044, -1.65213, -2.72229], [-0.37426, -1.18959, -0.55848], [0.89603, 3.00955, 1.58534], [2.02644, -1.85734, -1.78493]], "nbo_charge": [0.2307, -0.0612, -0.0953, -0.2351, 0.0165, -0.2648, 0.0282, 0.0205, -0.2502, 0.4445, 0.2186, 0.2392, 0.2148, 0.2458, 0.2572, 0.1981, 0.1981, 0.2047, -0.5451, -0.3880, -0.4128, -0.2645], "smiles": "S=c1[nH]ccn1Cc1ccncc1", "lumo_energy_ev": 0.61, "gap_ha": 0.308, "homo_ev": -7.78, "relative_energy_kj_mol": 120.6, "multiplicity": 1, "charge": 0}

{"formula": "C9H9NO", "method": "ωB97M-V/def2-TZVPD", "symbols": ["C", "C", "C", "C", "C", "C", "C", "C", "C", "N", "O", "H", "H", "H", "H", "H", "H", "H", "H", "H"], "coordinates": [[-1.90095, -1.85473, 0.48760], [-2.18388, -3.23323, 0.02890], [1.20819, -0.01423, 1.63287], [1.25946, -1.30777, 0.84928], [-0.78439, 0.14739, -1.86066], [-0.90611, 1.46206, -1.12149], [-1.37508, -0.49724, 0.75891], [0.13732, -0.35740, 0.67230], [-0.66845, 0.20145, -0.38586], [-2.92438, -2.57807, 0.96619], [-1.90159, -4.14239, -0.66948], [0.98739, -0.07488, 2.68688], [1.89616, 0.77433, 1.37013], [1.98043, -1.40877, 0.05282], [1.06532, -2.22937, 1.37876], [-1.67478, -0.28341, -2.29311], [0.11155, -0.03719, -2.43606], [-0.09899, 2.17525, -1.19672], [-1.88453, 1.91446, -1.04967], [-1.93389, 0.07737, 1.48439]], "nbo_charge": [0.2013, 0.6459, -0.3936, -0.3938, -0.3849, -0.3952, -0.2895, -0.0291, -0.0365, -0.3877, -0.5444, 0.2213, 0.2203, 0.2220, 0.2221, 0.2216, 0.2203, 0.2199, 0.2208, 0.2392], "smiles": "O=c1nc1[C@H]1[C@]2(CC2)[C@@]12CC2", "lumo_energy_ev": 0.75, "gap_ha": 0.364, "homo_ev": -9.17, "relative_energy_kj_mol": 542.0, "multiplicity": 1, "charge": 0}